Molecular formula: C2HNO
Method: DFT, ωB97M-V with the def2-TZVPD basis set

Output
Net charge: 0
Relative energy (zero: lowest compared OMol25 entry of this formula, charge and spin), eV: 2.216
E, a.u.: -206.6915

Each line ends with the natural charge from an NBO analysis.
CARTESIAN COORDINATES (ANGSTROEM)
O 1.615 0.445 -0.454  -0.4249
N -1.015 -0.974 1.433  -0.1986
C 0.444 0.302 -0.293  0.4288
C -0.303 -0.480 0.669  0.1236
H -0.741 0.707 -1.355  0.0711

Forces on atoms 1 to 2 (eV/Å):
-1.7615 0.0524 0.4815
0.4369 0.1676 -0.5521


Molecular formula: C3H9BrN
Method: DFT, ωB97M-V with the def2-TZVPD basis set

Output
Net charge: +1
Relative energy (zero: lowest compared OMol25 entry of this formula, charge and spin), eV: 1.941
E, a.u.: -2748.1536

Each line ends with the natural charge from an NBO analysis.
CARTESIAN COORDINATES (ANGSTROEM)
H 2.170 -1.151 0.122  0.4211
N 1.613 -1.167 0.916  -0.5795
H -0.408 0.038 -0.513  0.1567
H 0.686 -0.669 0.767  0.4709
C -1.373 1.912 -1.286  -0.6406
C -1.159 0.736 -0.300  -0.3616
H -1.633 1.645 -2.240  0.2331
C 2.182 -1.729 1.930  0.1763
H -2.117 0.185 0.005  0.2444
H -2.047 2.690 -0.971  0.2447
H 1.635 -2.034 2.817  0.2345
H 3.216 -2.019 1.982  0.2389
H -0.345 2.453 -1.535  0.2215
Br -0.438 1.573 1.394  -0.0604

Forces on atoms 1 to 2 (eV/Å):
1.3953 0.6011 -1.9933
-0.2849 -0.3311 1.7241


Molecular formula: C32H29F3N6O5PPbS
Method: DFT, ωB97M-V with the def2-TZVPD basis set

Output
Net charge: +3
Relative energy (zero: lowest compared OMol25 entry of this formula, charge and spin), eV: 6.155
E, a.u.: -3172.4907

Each line ends with the Mulliken charge.
CARTESIAN COORDINATES (ANGSTROEM)
C -2.531 -2.196 -0.700  -0.4532
O 2.888 -0.688 0.504  -0.7318
N 4.549 6.134 -3.369  -0.4038
F 1.173 0.307 -5.096  -0.1787
C -1.821 -2.515 0.465  1.1989
C 3.601 4.536 -1.851  -0.9129
O 0.236 0.690 3.335  -0.3500
C -2.655 -4.532 -1.253  -0.7781
H -2.427 0.919 -5.059  0.6044
H -3.035 3.395 1.905  0.4852
H 5.107 0.640 2.365  0.2231
C 3.227 4.360 -4.312  -0.5747
C -4.886 0.561 1.762  -0.8824
H -4.118 -1.418 1.524  0.4201
C 2.823 3.469 -2.057  0.5340
C -1.956 -4.854 -0.097  -0.8260
N 4.197 0.449 1.980  -0.2444
H -2.959 -2.651 3.189  0.3875
C -1.533 -3.852 0.761  -1.1209
H 2.012 2.674 -4.963  0.4925
H -3.657 1.900 -3.112  0.5291
C -2.159 1.270 -1.721  -0.5763
C -3.264 2.340 1.829  -0.7667
C 2.466 3.242 -4.167  -0.7760
N 5.112 -0.896 0.345  -0.4353
H 0.416 1.627 3.194  0.4241
C -1.847 -3.381 4.857  -0.8022
C 3.810 5.047 -3.190  1.1494
C 1.399 -3.266 0.396  0.2947
H -5.915 0.228 1.786  0.4819
O 1.934 -4.245 0.283  -0.1714
C -0.609 -3.446 5.476  -0.8268
H 2.450 -1.620 3.336  0.5087
F -0.653 -0.165 -6.159  -0.2825
C -2.943 -3.206 -1.552  -0.8420
C -2.238 1.419 1.702  -0.5360
H -2.988 -5.320 -1.916  0.4638
H 1.428 -2.779 5.442  0.5288
C -1.997 -2.653 3.687  -0.3796
H -1.744 -5.887 0.141  0.4979
C -2.537 0.059 1.606  1.3774
N 2.270 2.783 -2.859  0.1982
C 1.472 -1.151 3.398  -0.6450
F 0.245 -1.632 -4.850  -0.1954
H -0.480 -4.036 6.373  0.4530
C 0.314 -1.963 3.809  0.7445
O 0.861 1.939 0.736  -0.6596
C 4.039 -0.372 0.943  0.4667
H -3.506 -2.961 -2.443  0.5147
H 3.372 0.738 2.490  0.2926
N 1.484 0.104 3.179  -0.4664
O 2.232 2.368 0.572  -0.2001
C -4.586 1.912 1.868  -0.7186
C -2.027 0.849 -4.056  -0.5150
C -0.812 0.218 -3.846  -0.2638
H 3.993 4.975 -0.949  0.4578
C -0.922 -1.942 3.152  0.6229
C 0.465 -2.746 4.948  -0.7135
H -2.652 1.673 -0.845  0.2870
H -0.998 -4.119 1.663  0.5853
H 4.705 6.510 -4.292  0.2294
H 4.965 6.632 -2.599  0.2199
N -0.996 0.641 -1.506  0.1709
P -1.266 -1.203 1.543  1.2368
C -3.869 -0.370 1.624  -0.5354
H -5.384 2.633 1.976  0.4560
Pb 0.735 -0.106 0.209  1.8900
H 4.974 -1.527 -0.426  0.2288
S 1.225 -0.630 -2.146  -0.4487
H -2.793 -1.172 -0.924  0.4738
C -2.714 1.391 -2.977  -0.9830
H 3.407 4.744 -5.308  0.3593
H 2.099 3.232 0.163  0.1960
H 6.045 -0.766 0.697  0.1892
C -0.324 0.129 -2.542  1.2271
H -1.215 1.767 1.662  0.1500
C -0.020 -0.334 -5.007  0.4514
H -2.696 -3.908 5.271  0.4927

Forces on atoms 1 to 2 (eV/Å):
0.0001 -0.0664 -0.0301
0.0463 -0.0422 -0.1387


Molecular formula: C31H23BrN6O3STa
Method: DFT, ωB97M-V with the def2-TZVPD basis set

Output
Net charge: +1
Relative energy (zero: lowest compared OMol25 entry of this formula, charge and spin), eV: 0.000
E, a.u.: -4778.5468

Each line ends with the natural charge from an NBO analysis.
CARTESIAN COORDINATES (ANGSTROEM)
C -1.941 1.798 4.882  -0.1373
N 0.647 0.145 -2.985  -0.3738
H -2.253 2.160 5.851  0.2392
H 0.265 -5.385 3.668  0.2321
N 0.364 1.079 -1.988  -0.3746
S -2.313 -0.353 -1.834  -0.1283
O 0.755 -3.773 -1.375  -0.6631
Ta -0.540 0.330 -0.110  1.9149
C 0.563 -1.044 -2.486  0.5820
C 1.111 -3.224 -5.470  -0.2514
C 1.171 -4.490 -4.886  -0.1510
C 0.779 -2.253 -3.278  -0.1826
H 2.467 -4.288 3.641  0.2270
H 0.614 -2.926 -0.922  0.5020
H -1.669 -4.321 2.529  0.2389
C 0.935 4.714 -1.982  -0.1213
C 0.884 -0.714 1.165  -0.4284
C 0.846 -3.532 -2.701  0.3451
C -2.876 2.023 1.287  0.1085
C -0.515 -2.650 1.886  -0.0750
Br -1.975 -1.839 0.963  0.2977
H 0.766 6.450 0.909  0.2296
C 0.675 2.288 -2.345  0.2032
C 0.404 3.267 -0.122  0.4207
H 2.305 0.831 0.739  0.2134
C 0.642 3.432 -1.491  -0.2222
H 0.866 -1.134 -5.097  0.2325
C 0.723 -1.971 1.822  -0.0466
N -3.788 1.475 -3.042  -0.7633
H 1.030 2.405 -3.364  0.2271
H 0.274 4.190 1.810  0.2318
N -2.472 1.546 0.174  -0.3018
C -0.702 -3.839 2.522  -0.2290
H -4.376 2.293 -3.059  0.4146
C -2.633 2.154 3.734  -0.2043
C 2.126 -0.127 1.214  -0.1580
H -3.496 2.803 3.770  0.2376
H 1.133 4.846 -3.038  0.2269
H -3.846 0.808 -3.790  0.4179
O 0.269 -1.187 -1.204  -0.7982
H 0.401 -0.097 3.374  0.2277
H 4.181 -0.237 1.878  0.2275
H 1.090 -5.617 -3.057  0.2308
C -3.126 1.177 -1.917  0.2973
C 0.730 5.599 0.241  -0.1414
C 0.400 -4.438 3.165  -0.1801
H -0.252 0.673 5.601  0.2399
C -0.838 0.977 4.746  -0.2214
C 3.221 -0.736 1.872  -0.2182
N -3.150 2.027 -0.928  -0.4196
C 1.620 -3.829 3.147  -0.1695
H 3.901 -2.414 2.996  0.2251
C 3.069 -1.939 2.492  -0.1676
H 1.188 6.777 -1.498  0.2335
H 1.215 -3.109 -6.540  0.2235
C 0.920 -2.125 -4.668  -0.1494
N -1.135 0.846 2.374  -0.4406
H -3.719 2.706 1.293  0.2244
C -2.196 1.659 2.515  0.1396
H 1.320 -5.364 -5.505  0.2224
C 1.042 -4.643 -3.523  -0.2620
O 0.136 2.044 0.337  -0.7575
C 0.451 4.347 0.756  -0.2798
C -0.470 0.531 3.484  0.0808
C 1.810 -2.590 2.490  -0.0672
C 0.969 5.788 -1.121  -0.2303

Forces on atoms 1 to 2 (eV/Å):
0.0161 -0.0147 -0.0654
-0.0132 -0.0389 0.0889


Molecular formula: H32N5O10S
Method: DFT, ωB97M-V with the def2-TZVPD basis set

Output
Net charge: +4
Multiplicity: 2
E, a.u.: -1441.8539

Each line ends with the natural charge from an NBO analysis.
CARTESIAN COORDINATES (ANGSTROEM)
O -16.669 20.011 1.425  -0.9139
N -15.711 15.493 1.226  -0.8714
H -13.228 19.015 4.516  0.4650
H -12.858 19.917 5.674  0.5001
H -15.413 15.170 0.316  0.4332
H -14.708 16.950 -1.108  0.4261
O -12.128 15.399 1.178  -0.9391
N -10.798 18.650 -0.304  -0.8633
H -11.286 18.696 -1.186  0.4458
H -11.377 15.872 3.611  0.5118
O -13.619 19.206 0.623  -1.1089
H -12.574 16.211 1.417  0.4582
H -10.307 19.533 -0.278  0.4548
H -14.115 20.768 1.059  0.4491
H -15.644 14.749 1.906  0.4799
H -15.768 18.197 -1.112  0.4590
H -15.047 20.580 3.685  0.4461
H -13.249 22.015 0.752  0.4277
O -14.037 19.529 2.865  -1.0828
H -9.116 19.472 3.114  0.4664
H -11.327 17.339 3.237  0.4677
H -14.393 22.177 2.010  0.4719
S -13.360 18.671 1.928  2.7048
O -12.881 18.998 5.408  -0.6261
O -13.930 17.323 1.818  -1.0938
H -12.087 15.419 0.222  0.4679
H -14.234 18.503 -0.620  0.4566
H -16.647 15.867 1.157  0.4533
O -11.946 18.598 2.227  -1.0981
N -14.798 17.946 -1.245  -0.8658
H -15.031 16.127 1.619  0.4681
H -14.869 22.139 0.491  0.4701
H -10.846 19.396 2.891  0.4461
O -15.791 21.044 4.069  -0.9246
H -14.957 18.254 4.089  0.4549
H -16.446 17.988 4.138  0.4904
O -15.605 17.639 4.433  -0.7525
N -14.162 21.775 1.113  -0.8680
O -10.995 16.708 3.877  -0.5853
H -15.860 20.694 4.957  0.4929
H -10.163 17.864 -0.286  0.4768
H -16.126 19.711 2.154  0.4643
H -16.912 19.209 0.962  0.4512
H -14.403 18.100 -2.162  0.4607
N -10.040 19.821 3.326  -0.8839
H -10.179 20.748 2.950  0.4346
H -11.539 18.646 0.382  0.4504
H -10.001 19.972 4.324  0.4716

Forces on atoms 1 to 2 (eV/Å):
0.5027 0.0643 -0.5915
-0.0394 -0.7228 0.0790


Molecular formula: C4H5ClO
Method: DFT, ωB97M-V with the def2-TZVPD basis set

Output
Net charge: 0
Relative energy (zero: lowest compared OMol25 entry of this formula, charge and spin), eV: 3.424
E, a.u.: -690.6953

Each line ends with the natural charge from an NBO analysis.
CARTESIAN COORDINATES (ANGSTROEM)
H 2.243 0.033 0.018  0.2303
H -1.746 2.037 -0.398  0.2429
H -2.153 0.946 -1.794  0.2615
C 0.145 -0.623 0.119  0.1930
C -0.666 0.438 -0.429  0.3508
Cl -1.061 -1.299 1.319  -0.0894
H 1.514 0.346 1.556  0.2375
H 1.813 -1.424 1.002  0.2325
C 1.515 -0.490 0.773  -0.6296
C -1.538 1.205 -0.978  -0.4778
O -0.067 -1.170 -1.188  -0.5515

Forces on atoms 1 to 2 (eV/Å):
-1.2931 -1.4632 0.9013
-0.6580 1.7985 0.8612